Entry 1:
Computed, not measured: a molecular structure, Ag2H26O17P, with ωB97M-V/def2-TZVPD.

Highest occupied orbital energy = -5.59 eV
Net charge = -1
Frontier orbital gap = 6.926 eV
Relative energy (zero: lowest compared OMol25 entry of this formula, charge and spin) = 214.3 kJ/mol

Element x y z (Å)
Ag1 2.01554 1.25491 -1.98120
Ag2 -0.92846 0.44091 -1.75320
P1 0.31154 0.18691 0.69580
O1 0.97754 -0.11909 -0.71320
O2 -1.02046 0.76191 0.42580
O3 -0.32346 -0.93709 -0.04620
O4 0.45754 1.32891 -0.23920
O5 3.43954 -0.30409 1.82880
H1 3.87454 -1.03509 2.28480
H2 3.42554 -0.60709 0.86380
O6 -2.23346 1.95991 2.41480
H3 -2.95246 1.36691 2.48580
H4 -1.68046 1.51491 1.73180
O7 0.47554 -1.33709 -2.67720
H5 0.26254 -2.20309 -2.41820
H6 0.68554 -0.89309 -1.78220
O8 -3.22746 -0.42209 0.78880
H7 -2.34246 -0.05709 0.64480
H8 -3.58146 -0.76409 -0.02620
O9 0.48654 -3.16909 -0.50520
H9 -0.39846 -3.41609 -0.24720
H10 0.39354 -2.13409 -0.46620
O10 -2.19446 -1.69409 -1.34420
H11 -2.40946 -2.50109 -0.83720
H12 -1.35246 -1.42009 -0.88720
O11 3.22754 -0.91109 -0.70720
H13 2.26154 -0.67609 -0.67020
H14 3.24954 -1.86009 -0.77720
O12 2.46154 2.82891 -0.30620
H15 1.66854 2.19591 -0.25820
H16 3.23254 2.27591 -0.15420
O13 1.41154 -2.47509 2.02280
H17 2.37954 -2.46709 2.08880
H18 1.20554 -2.61009 1.10180
O14 -0.05946 2.66891 -2.13120
H19 0.39154 3.50091 -1.89920
H20 0.14854 2.16891 -1.32920
O15 -2.60446 2.05891 -0.87920
H21 -2.38046 2.99591 -0.82820
H22 -1.93546 1.61791 -0.31420
O16 -1.62146 -2.46709 1.29980
H23 -2.30846 -1.82709 1.37780
H24 -1.07246 -1.86909 0.69680
O17 -0.44146 3.37091 1.12080
H25 -1.17246 3.11891 1.70080
H26 -0.20246 2.55891 0.60380

***

Entry 2:
Computed, not measured: a molecular structure, AgF3V, with ωB97M-V/def2-TZVPD.

Highest occupied orbital energy (spin up / spin down) = -16.14 / -15.81 eV
Net charge = +1
Frontier orbital gap (spin up / spin down) = 9.747 / 6.253 eV
Relative energy (zero: lowest compared OMol25 entry of this formula, charge and spin) = 84.8 kJ/mol
Multiplicity = 5

Element x y z (Å)
Ag1 -0.67898 1.09178 -1.02056
V1 0.93669 -0.90945 1.06076
F1 0.39696 1.26594 0.98497
F2 -1.54636 -0.83181 0.18286
F3 0.89168 -0.61645 -1.20802

***

Entry 3:
Computed, not measured: a molecular structure, AgFHO2P, with ωB97M-V/def2-TZVPD.

Highest occupied orbital energy (spin up / spin down) = -7.11 / -10.70 eV
Net charge = 0
Frontier orbital gap (spin up / spin down) = 7.162 / 6.110 eV
Multiplicity = 3

Element x y z (Å)
P1 -1.14836 -1.50159 -0.05525
O1 -2.19105 -0.18138 -0.17635
O2 0.17750 -0.71817 0.39638
F1 3.15306 1.39807 -0.15145
Ag1 1.68630 0.34851 0.06877
H1 -1.67745 0.65456 -0.08210

***

Entry 4:
Computed, not measured: a molecular structure, AgFV, with ωB97M-V/def2-TZVPD.

Highest occupied orbital energy (spin up / spin down) = -29.77 / -29.15 eV
Net charge = +4
Frontier orbital gap (spin up / spin down) = 9.176 / 2.755 eV
Multiplicity = 4

Element x y z (Å)
Ag1 3.48832 -1.23317 -1.61261
V1 -3.18863 1.48833 1.74601
F1 -0.29969 -0.25517 -0.13340

***

Entry 5:
Computed, not measured: a molecular structure, AgH16O12P, with ωB97M-V/def2-TZVPD.

Highest occupied orbital energy = 0.59 eV
Net charge = -2
Frontier orbital gap = 4.774 eV
Relative energy (zero: lowest compared OMol25 entry of this formula, charge and spin) = 326.4 kJ/mol

Element x y z (Å)
Ag1 0.41113 -0.54590 -0.24387
P1 0.03713 1.29210 1.68613
O1 -0.20587 1.47210 0.23113
O2 1.28813 1.23410 0.96713
O3 -0.96587 0.19010 1.21513
O4 0.42813 -0.07590 1.96813
O5 -1.84787 -1.49490 -0.16987
H1 -1.58787 -0.70190 0.47113
H2 -2.80887 -1.44490 -0.10587
O6 0.96813 -2.17790 -1.87787
H3 1.07013 -1.58290 -2.61987
H4 0.39513 -2.88790 -2.10587
O7 1.17413 2.60810 -1.49287
H5 1.90213 2.89810 -0.96387
H6 0.59513 2.09010 -0.96187
O8 2.86913 0.53310 -0.62787
H7 2.73413 1.24110 -1.23687
H8 2.12813 0.81310 0.02113
O9 -2.90587 1.30010 0.31913
H9 -2.73387 2.22110 0.04813
H10 -2.04087 0.92210 0.60713
O10 -1.22487 0.47010 -1.90187
H11 -0.92187 0.94110 -1.04587
H12 -1.86287 -0.10990 -1.54687
O11 2.17013 -1.57490 1.06913
H13 2.63313 -0.89290 0.64213
H14 1.45913 -1.00190 1.37913
O12 -1.04087 -2.07590 2.47613
H15 -1.48887 -2.36990 1.70613
H16 -0.62687 -1.28890 2.09413

***

Entry 6:
Computed, not measured: a molecular structure, AlBH4, with ωB97M-V/def2-TZVPD.

Highest occupied orbital energy = -22.74 eV
Net charge = +2
Frontier orbital gap = 5.423 eV
Relative energy (zero: lowest compared OMol25 entry of this formula, charge and spin) = 76.5 kJ/mol

Element x y z (Å)
Al1 -1.91587 -32.52193 9.20703
B1 -1.53216 -30.69912 6.84865
H1 -2.45156 -30.20235 7.37690
H2 -0.62686 -30.75625 7.58422
H3 -1.79831 -31.80144 6.33096
H4 -1.23477 -30.15750 5.75297

***

Entry 7:
Computed, not measured: a molecular structure, AlN2O6, with ωB97M-V/def2-TZVPD.

Highest occupied orbital energy = -14.70 eV
Net charge = +1
Frontier orbital gap = 2.551 eV
Relative energy (zero: lowest compared OMol25 entry of this formula, charge and spin) = 579.4 kJ/mol

Element x y z (Å)
Al1 -10.02096 10.03944 19.78455
N1 -13.21088 11.14229 18.92754
O1 -12.52552 11.63351 19.83820
O2 -12.76667 10.14333 18.38366
O3 -14.35708 11.50787 18.65593
N2 -9.24184 6.78271 19.18896
O4 -10.19234 7.19305 18.54075
O5 -9.17268 7.31116 20.30172
O6 -8.39236 6.03451 18.84158

***

Entry 8:
Computed, not measured: a molecular structure, ArH20O10, with ωB97M-V/def2-TZVPD.

Highest occupied orbital energy = -9.87 eV
Net charge = 0
Frontier orbital gap = 9.755 eV
Relative energy (zero: lowest compared OMol25 entry of this formula, charge and spin) = 12.6 kJ/mol

Element x y z (Å)
Ar1 0.49621 0.11944 -0.16059
O1 -2.79906 0.07608 2.53504
H1 -3.58213 -0.27834 2.95626
H2 -2.41047 -0.67242 2.08229
O2 -1.20508 -0.32611 -4.13983
H3 -1.11942 0.41635 -3.54179
H4 -0.72205 -0.06083 -4.92248
O3 2.95785 -2.03439 -0.88330
H5 3.30534 -1.34106 -0.32226
H6 3.05165 -1.69307 -1.77264
O4 -0.49314 2.00200 2.45282
H7 -1.14359 1.31627 2.60422
H8 0.34392 1.53821 2.43113
O5 -2.88966 1.64328 -0.26531
H9 -3.02827 1.21362 0.57873
H10 -3.11151 2.56082 -0.10683
O6 3.64260 1.48273 0.08838
H11 3.90948 1.80480 -0.77259
H12 4.46558 1.30954 0.54550
O7 0.69146 -3.30805 -0.04487
H13 0.53833 -4.05370 -0.62521
H14 1.57045 -3.00421 -0.27136
O8 -1.20372 1.95789 -2.59000
H15 -1.39491 1.40990 -1.82883
H16 -2.05238 2.32068 -2.84378
O9 2.08884 1.04583 2.43626
H17 2.53100 0.98904 1.58920
H18 2.19224 0.17496 2.81981
O10 -1.62512 -1.97243 0.96174
H19 -0.76796 -2.29885 0.68795
H20 -2.23655 -2.33805 0.32245

***

Entry 9:
Computed, not measured: a molecular structure, ArH20O10, with ωB97M-V/def2-TZVPD.

Highest occupied orbital energy = -9.70 eV
Net charge = 0
Frontier orbital gap = 9.429 eV
Relative energy (zero: lowest compared OMol25 entry of this formula, charge and spin) = 39.0 kJ/mol

Element x y z (Å)
Ar1 0.57774 0.16384 0.01647
O1 -1.60311 -2.08810 0.32575
H1 -2.29703 -2.71938 0.13550
H2 -0.84961 -2.40177 -0.17433
O2 -1.87761 0.73808 -3.23010
H3 -2.40425 1.48585 -3.51246
H4 -2.09270 0.62918 -2.30376
O3 0.79907 3.94507 0.25226
H5 1.35947 3.41673 0.82063
H6 0.33790 3.30612 -0.29116
O4 -0.46452 3.20113 -2.15148
H7 -1.12813 3.77782 -2.53001
H8 -0.65593 2.33946 -2.52178
O5 2.53649 -0.74527 2.28150
H9 2.83733 -0.85999 3.18293
H10 2.02195 -1.53136 2.09834
O6 -2.33556 -1.77966 3.38339
H11 -1.84644 -1.60645 2.57903
H12 -2.87007 -2.54689 3.17874
O7 0.51028 -2.70197 -1.48565
H13 1.11692 -1.97654 -1.33741
H14 0.97444 -3.47327 -1.16025
O8 1.98194 2.13165 1.97996
H15 2.04730 1.17668 1.97916
H16 1.74035 2.35490 2.87886
O9 3.09109 -1.71837 -1.60583
H17 3.64073 -0.96267 -1.39838
H18 3.36408 -2.39191 -0.98290
O10 -2.79656 0.37631 -0.51171
H19 -2.35837 -0.33113 -0.03869
H20 -3.35710 0.79192 0.14350

***

Entry 10:
Computed, not measured: a molecular structure, ArH22O11, with ωB97M-V/def2-TZVPD.

Highest occupied orbital energy = -9.56 eV
Net charge = 0
Frontier orbital gap = 9.064 eV
Relative energy (zero: lowest compared OMol25 entry of this formula, charge and spin) = 96.5 kJ/mol

Element x y z (Å)
Ar1 -0.31310 -0.14567 0.04489
O1 3.49789 -0.40757 0.68432
H1 4.39601 -0.66840 0.48040
H2 3.41015 0.46712 0.30557
O2 -0.99347 -0.34135 -3.76522
H3 -0.46042 0.39593 -3.46776
H4 -0.38236 -0.90185 -4.24336
O3 2.22238 -3.32259 1.04861
H5 2.26439 -2.36677 1.01908
H6 2.13649 -3.58744 0.13281
O4 0.11687 2.34670 -2.61704
H7 1.01173 2.52987 -2.90324
H8 -0.41833 2.99735 -3.07142
O5 -2.92667 -2.95201 0.43318
H9 -2.39320 -2.93097 -0.36129
H10 -2.62848 -2.19841 0.94251
O6 -0.13002 -0.41935 3.40679
H11 0.37480 0.30015 3.02771
H12 0.52936 -1.05642 3.68172
O7 -1.51162 2.47001 2.15069
H13 -0.58922 2.29667 2.33875
H14 -1.94006 2.44351 3.00625
O8 -1.83249 -2.52709 -2.02298
H15 -1.17454 -3.16661 -2.29566
H16 -1.50288 -1.68971 -2.34912
O9 -2.77687 -1.17402 2.51446
H17 -1.96630 -0.95044 2.97187
H18 -2.92137 -0.44456 1.91177
O10 2.79966 2.00187 -0.55074
H19 2.69204 1.57652 -1.40148
H20 1.91079 2.06945 -0.20207
O11 0.12569 3.35754 -0.18428
H21 -0.64144 3.12310 0.33800
H22 0.01458 2.87545 -1.00372

***

Entry 11:
Computed, not measured: a molecular structure, ArH24O12, with ωB97M-V/def2-TZVPD.

Highest occupied orbital energy = -10.49 eV
Net charge = 0
Frontier orbital gap = 10.158 eV
Relative energy (zero: lowest compared OMol25 entry of this formula, charge and spin) = 136.3 kJ/mol

Element x y z (Å)
Ar1 0.05905 0.28462 0.12625
O1 1.97159 3.09440 -0.49452
H1 2.18747 3.44420 0.36993
H2 2.24606 2.17812 -0.45802
O2 -0.50083 -3.70672 1.10647
H3 0.38332 -3.34150 1.14013
H4 -0.39270 -4.62146 1.36684
O3 -0.74129 -3.07858 -1.59713
H5 -0.71515 -3.20053 -0.64809
H6 0.07347 -3.47011 -1.91194
O4 -2.77008 1.45747 -1.12511
H7 -2.35165 0.95786 -1.82621
H8 -3.15397 2.21513 -1.56648
O5 -1.71671 -0.38224 -3.22633
H9 -1.60442 -0.21206 -4.16156
H10 -1.84833 -1.32860 -3.16871
O6 2.29367 -1.17687 2.44531
H11 2.27851 -1.47332 3.35533
H12 2.14478 -1.97082 1.93178
O7 -0.63358 1.61132 4.32457
H13 -0.94499 0.84282 3.84637
H14 -0.50950 1.30167 5.22176
O8 -0.86432 3.54521 -1.25590
H15 0.00155 3.54104 -0.84789
H16 -1.45636 3.24664 -0.56555
O9 1.91003 1.73214 3.09371
H17 1.10226 1.45878 3.52845
H18 2.30299 0.91663 2.78265
O10 1.34159 -0.00236 -2.97778
H19 1.76663 0.85193 -3.05363
H20 0.40481 0.19238 -3.00532
O11 -4.12006 -0.37682 0.26030
H21 -3.47236 0.22237 -0.11077
H22 -3.64520 -0.85063 0.94312
O12 3.13751 -1.66154 -1.24967
H23 2.32997 -1.39247 -1.68753
H24 3.50606 -0.84817 -0.90494

***

Entry 12:
Computed, not measured: a molecular structure, AsF7H2O6PS, with ωB97M-V/def2-TZVPD.

Highest occupied orbital energy = -8.86 eV
Net charge = -1
Frontier orbital gap = 8.760 eV
Relative energy (zero: lowest compared OMol25 entry of this formula, charge and spin) = 534.7 kJ/mol

Element x y z (Å)
O1 -0.90737 0.98080 1.17838
P1 -0.78006 1.45366 -0.33445
O2 0.70912 0.71270 -0.93950
O3 -0.74101 3.20645 -0.44705
O4 -2.15540 0.94801 -1.33342
S1 -3.61450 1.13272 -0.43272
O5 -3.65754 2.56518 0.15908
O6 -4.82965 0.80508 -1.34683
F1 -3.72091 0.00276 0.89712
H1 1.50000 1.12320 -0.48066
H2 -1.19513 3.61032 0.37094
F2 2.00667 -2.22452 2.02994
As1 2.77030 -2.36309 0.38705
F3 2.75632 -4.17397 0.53303
F4 4.41897 -2.31424 1.14901
F5 3.53422 -2.50132 -1.25562
F6 2.78407 -0.55205 0.24118
F7 1.12190 -2.41170 -0.37547